# C22H25ClN4O3S

One molecule with the formula C22H25ClN4O3S (ωB97M-V/def2-TZVPD, OMol25).

Last columns: bonded neighbours and bond lengths (Å).
Element x y z (Å)
1 C 1.468 -2.694 -2.278  H6 1.093, H16 1.094, O24 1.413, H52 1.089
2 C -1.645 -0.828 -2.480  H18 1.079, C31 1.381, C37 1.393
3 C -0.146 1.036 -1.121  H23 1.079, C43 1.393, C47 1.382
4 H -4.337 -3.709 0.846  C22 1.086
5 H -0.244 -2.021 3.155  C15 1.094
6 H 1.683 -2.741 -1.208  C1 1.093
7 N -2.168 1.150 1.725  C39 1.303, N48 1.341
8 C -3.241 2.955 -1.193  C29 1.529, O36 1.405, H51 1.096, H56 1.096
9 H -3.515 2.890 0.955  C29 1.089
10 H -0.690 -2.868 1.662  C15 1.089
11 C 2.659 1.680 1.423  C14 1.393, C26 1.380, H28 1.080
12 O 1.686 -2.481 0.942  C21 1.213
13 H -3.623 -1.708 -0.457  C33 1.093
14 C 2.588 0.297 1.273  C11 1.393, C27 1.391, N45 1.395
15 C -0.353 -1.916 2.072  H5 1.094, H10 1.089, C20 1.480, C21 1.539
16 H 2.146 -1.984 -2.761  C1 1.094
17 H 3.610 -1.447 0.548  C27 1.077
18 H -2.221 -1.566 -3.017  C2 1.079
19 H -3.329 -3.201 2.206  C22 1.088
20 C -1.308 -0.825 1.776  C15 1.480, N44 1.365, N48 1.308
21 C 1.046 -1.618 1.506  O12 1.213, C15 1.539, N45 1.348
22 C -3.907 -2.850 1.354  H4 1.086, H19 1.088, C33 1.526, H40 1.088
23 H 0.431 1.777 -0.591  C3 1.079
24 O 0.117 -2.360 -2.523  C1 1.413, C37 1.361
25 H -5.027 3.090 0.011  C29 1.089
26 C 3.764 2.372 0.970  C11 1.380, H38 1.080, C53 1.390
27 C 3.644 -0.377 0.668  C14 1.391, H17 1.077, C41 1.383
28 H 1.840 2.206 1.891  C11 1.080
29 C -4.054 2.603 0.053  C8 1.529, H9 1.089, H25 1.089, S50 1.825
30 H 5.922 3.536 0.056  C35 1.086
31 C -2.208 0.389 -2.151  C2 1.381, H42 1.079, C43 1.391
32 H 6.928 2.109 0.353  C35 1.089
33 C -3.026 -2.069 0.384  H13 1.093, C22 1.526, N44 1.439, H46 1.093
34 Cl 6.028 -0.528 -0.539  C41 1.731
35 C 6.026 2.472 -0.139  H30 1.086, H32 1.089, H49 1.089, C53 1.495
36 O -1.887 2.592 -1.098  C8 1.405, C43 1.372
37 C -0.328 -1.131 -2.143  C2 1.393, O24 1.361, C47 1.392
38 H 3.805 3.444 1.091  C26 1.080
39 C -2.935 0.357 1.031  N7 1.303, N44 1.368, S50 1.736
40 H -4.715 -2.219 1.717  C22 1.088
41 C 4.737 0.341 0.219  C27 1.383, Cl34 1.731, C53 1.392
42 H -3.231 0.573 -2.440  C31 1.079
43 C -1.463 1.339 -1.460  C3 1.393, C31 1.391, O36 1.372
44 N -2.441 -0.919 1.020  C20 1.365, C33 1.439, C39 1.368
45 N 1.442 -0.350 1.737  C14 1.395, C21 1.348, H55 1.024
46 H -2.220 -2.696 -0.006  C33 1.093
47 C 0.421 -0.178 -1.460  C3 1.382, C37 1.392, H54 1.078
48 N -1.150 0.408 2.185  N7 1.341, C20 1.308
49 H 6.152 2.319 -1.210  C35 1.089
50 S -4.400 0.819 0.222  C29 1.825, C39 1.736
51 H -3.231 4.047 -1.280  C8 1.096
52 H 1.606 -3.680 -2.717  C1 1.089
53 C 4.830 1.724 0.355  C26 1.390, C35 1.495, C41 1.392
54 H 1.448 -0.367 -1.191  C47 1.078
55 H 0.732 0.264 2.146  N45 1.024
56 H -3.715 2.544 -2.091  C8 1.096

Properties
calculated total energy	-58680.9472	eV
ΔE to the lowest compared entry with this formula, charge and spin	0.0	kcal per mole
orbital gap	8.286	eV

Atomic partial charges in e from the Löwdin method, atoms 1 to 6: -0.073, -0.015, 0.008, 0.079, 0.138, 0.065